Entry A
The molecule C3H6N2. Source: the Open Molecules 2025 dataset; level of theory: ωB97M-V with the def2-TZVPD basis set.

The geometry in XYZ format:
```
11
C3H6N2 | the Open Molecules 2025 dataset | ωB97M-V with the def2-TZVPD basis set
C 1.5798 -0.0636 0.0211
N 0.2436 -0.2443 0.5491
C -0.7558 0.2704 -0.3600
C -2.0968 0.0830 0.1980
N -3.1363 -0.0920 0.6699
H 1.6902 -0.4028 -1.0240
H 2.3055 -0.5894 0.6452
H 1.8303 1.0025 0.0499
H 0.0608 -1.2073 0.7888
H -0.5989 1.3501 -0.4738
H -0.7295 -0.1583 -1.3782
```

Structure (SMILES)   CNCC#N
Gap between HOMO and LUMO   10.51 eV
M   70.095 g mol⁻¹

Entry B
The molecule C3H6N2. Source: the Open Molecules 2025 dataset; level of theory: ωB97M-V with the def2-TZVPD basis set.

The geometry in XYZ format:
```
11
C3H6N2 | the Open Molecules 2025 dataset | ωB97M-V with the def2-TZVPD basis set
C 0.0538 0.0317 1.4377
C -0.5292 -0.2722 -0.9426
C 0.8390 -0.2264 -1.6119
H 0.4278 -0.9554 1.6269
H 1.0741 0.4877 1.3943
H -0.3249 0.5349 2.4035
H -0.7282 1.2985 0.0082
H -1.2086 0.2007 -1.6819
H -0.8089 -1.2933 -0.7568
N -0.6688 0.3101 0.2920
N 1.8740 -0.1164 -2.1694
```

Structure (SMILES)   CNCC#N
Gap between HOMO and LUMO   10.15 eV
M   70.095 g mol⁻¹

The structure with the least stability is entry B.

Entry A
The molecule C3H6N2. Source: the Open Molecules 2025 dataset; level of theory: ωB97M-V with the def2-TZVPD basis set.

The geometry in XYZ format:
```
11
C3H6N2 | the Open Molecules 2025 dataset | ωB97M-V with the def2-TZVPD basis set
C -0.3060 1.5558 -0.2216
C -0.9867 -1.2331 -0.3876
C 1.2753 1.5024 -0.2894
N 0.4056 0.4718 0.0490
N 0.2696 -0.8190 0.0657
H -1.1245 -1.2699 -1.5154
H -1.7233 -0.6204 0.0547
H 1.8218 1.5495 -1.2221
H 1.8614 1.6839 0.6297
H -1.0485 -2.2399 -0.0788
H 1.0074 -1.4064 -0.2855
```

Gap between HOMO and LUMO   9.68 eV
M   70.095 g mol⁻¹

Entry B
A cluster of 2 separate species, C3H6N2 in total. Source: the Open Molecules 2025 dataset; level of theory: ωB97M-V with the def2-TZVPD basis set.

The geometry in XYZ format:
```
11
C3H6N2 | the Open Molecules 2025 dataset | ωB97M-V with the def2-TZVPD basis set
C -0.8494 -0.7655 -1.1945
C 0.1817 -0.1620 -0.3127
N 0.3969 1.0730 -0.1200
C 0.7775 -0.1734 2.7865
N 1.1979 0.7149 2.1373
H -1.4782 -1.4083 -0.5692
H -1.4527 0.0257 -1.6422
H -0.4025 -1.3887 -1.9774
H 0.7701 -0.8392 0.3237
H 1.0510 1.1616 1.1435
H -0.1925 1.7619 -0.5750
```

Gap between HOMO and LUMO   11.12 eV
M   70.095 g mol⁻¹

Entry C
The molecule C3H6N2. Source: the Open Molecules 2025 dataset; level of theory: ωB97M-V with the def2-TZVPD basis set.

The geometry in XYZ format:
```
11
C3H6N2 | the Open Molecules 2025 dataset | ωB97M-V with the def2-TZVPD basis set
C 1.9622 0.0921 -0.1994
C 0.7427 -0.2788 -1.0053
C -1.7988 -0.2495 1.1676
H 1.5210 0.8588 0.6377
H 2.7141 0.6140 -0.9638
H 2.5274 -0.8865 0.2794
H 0.9444 -0.7501 -1.9692
H -2.0569 0.1357 2.1371
H -2.5865 -1.2042 0.7478
N -0.5074 -0.0353 -0.6672
N -0.7069 0.5851 0.5749
```

Structure (SMILES)   C=N/N=C\C
Gap between HOMO and LUMO   9.22 eV
M   70.095 g mol⁻¹

Entry D
The molecule C3H6N2. Source: the Open Molecules 2025 dataset; level of theory: ωB97M-V with the def2-TZVPD basis set.

The geometry in XYZ format:
```
11
C3H6N2 | the Open Molecules 2025 dataset | ωB97M-V with the def2-TZVPD basis set
C -0.8591 0.3198 0.2860
C 0.2695 1.1070 -0.3498
C 0.9076 -1.0706 -0.3224
H -1.0629 0.6275 1.3092
H -1.7725 0.3475 -0.2237
H 0.8279 1.8406 0.1477
H -0.1196 1.4242 -1.3358
H 1.5081 -2.0522 -0.1347
H -0.6004 -1.6198 1.1506
N 1.2332 0.0869 -0.8158
N -0.3316 -1.0111 0.2887
```

Structure (SMILES)   C1=NCCN1
Gap between HOMO and LUMO   9.33 eV
M   70.095 g mol⁻¹

The structure with the least stability is entry A.

Entry A
A cluster of 2 separate species, C6H18N2O in total. Source: the Open Molecules 2025 dataset; level of theory: ωB97M-V with the def2-TZVPD basis set.

The geometry in XYZ format:
```
27
C6H18N2O | the Open Molecules 2025 dataset | ωB97M-V with the def2-TZVPD basis set
C 1.9343 0.0205 0.1623
N 0.7474 -0.7147 0.5497
C -2.0705 -2.1881 -0.0101
C -1.6239 -0.9824 0.8241
C -0.5371 -0.1287 0.1713
C -0.6746 1.3793 0.5888
N -0.4049 2.2737 -0.5319
C 0.4425 3.4375 -0.2459
H 1.9085 0.2705 -0.8915
H 2.1230 0.8974 0.7951
H 2.8087 -0.6081 0.3327
H 0.7426 -1.0399 1.5023
H -3.1060 -2.4453 0.2249
H -2.0702 -1.9052 -1.0648
H -1.4458 -3.0594 0.1424
H -2.4759 -0.4568 1.2661
H -1.2321 -1.3984 1.7697
H -0.6331 -0.2141 -0.9102
H 0.0454 1.6199 1.3694
H -1.6796 1.4720 0.9943
H -1.2295 2.5171 -1.0565
H -0.0698 4.1544 0.4149
H 0.5647 3.9794 -1.1811
H 1.3878 3.0871 0.1680
H 0.9579 -2.2549 -1.0913
H 2.0792 -3.2214 -0.6668
O 1.6713 -2.8140 -1.4356
```

Structure (SMILES)   CC[C@@H](CNC)NC.O
Gap between HOMO and LUMO   9.27 eV
M   134.223 g mol⁻¹

Entry B
A cluster of 2 separate species, C6H18N2O in total. Source: the Open Molecules 2025 dataset; level of theory: ωB97M-V with the def2-TZVPD basis set.

The geometry in XYZ format:
```
27
C6H18N2O | the Open Molecules 2025 dataset | ωB97M-V with the def2-TZVPD basis set
C -2.0282 -0.1823 -0.8394
N -0.8863 -0.6746 -0.0495
C -0.5526 1.2907 2.4356
C 0.4852 0.4471 1.6621
C 0.1429 0.3553 0.1574
C 1.4083 0.0806 -0.6361
N 1.1221 0.0993 -2.0492
C 2.2050 -0.3082 -2.9355
H -2.2590 0.8515 -0.5966
H -1.9116 -0.1945 -1.9258
H -2.9130 -0.7573 -0.5682
H -0.5162 -1.4632 -0.5651
H -0.4287 2.3554 2.2437
H -1.5728 0.9865 2.2033
H -0.3930 1.1564 3.5050
H 1.4559 0.8944 1.8804
H 0.4739 -0.5330 2.1417
H -0.2486 1.3326 -0.0536
H 1.7924 -0.9071 -0.3790
H 2.2002 0.7872 -0.3715
H 0.7530 0.9993 -2.3212
H 1.7894 -0.9298 -3.7428
H 2.8587 -1.0253 -2.4314
H 2.7779 0.5047 -3.3720
H -2.2185 -1.5096 1.5249
H -1.3381 -1.6835 2.7054
O -2.1984 -1.9728 2.3775
```

Structure (SMILES)   CC[C@@H](CNC)NC.O
Gap between HOMO and LUMO   9.88 eV
M   134.223 g mol⁻¹

The structure with the least stability is entry A.

Entry A
A cluster of 2 separate species, C2H10N3O in total. Source: the Open Molecules 2025 dataset; level of theory: ωB97M-V with the def2-TZVPD basis set.

The geometry in XYZ format:
```
16
C2H10N3O | the Open Molecules 2025 dataset | ωB97M-V with the def2-TZVPD basis set
C -1.1369 -1.4774 0.9107
N 0.0277 -0.5669 0.9369
C 0.8981 -0.1895 0.0287
N 2.0627 0.3836 0.3744
N 0.6776 -0.4299 -1.2731
H -1.0417 -2.0628 1.8168
H -2.0457 -0.8801 0.9716
H -1.2032 -2.0752 0.0084
H -0.0081 -0.0527 1.8117
H 2.6821 0.6802 -0.3655
H 2.2630 0.5930 1.3407
H 1.5181 -0.3611 -1.8371
H -0.1889 -0.8259 -1.6056
H -2.8862 1.7105 -0.8442
H -1.7211 2.4687 -1.3708
O -1.9518 1.8386 -0.6783
```

Gap between HOMO and LUMO   11.72 eV
M   92.122 g mol⁻¹
Net charge   +1

Entry B
A cluster of 2 separate species, C2H10N3O in total. Source: the Open Molecules 2025 dataset; level of theory: ωB97M-V with the def2-TZVPD basis set.

The geometry in XYZ format:
```
16
C2H10N3O | the Open Molecules 2025 dataset | ωB97M-V with the def2-TZVPD basis set
C 0.0516 -1.9242 -1.6407
N -0.3932 -0.6594 -0.9724
H 0.1777 -1.7445 -2.7035
H 0.9974 -2.2273 -1.2001
H -0.6824 -2.6979 -1.4381
H -1.3171 -0.3740 -1.2942
H 0.2561 0.1192 -1.1412
H -0.3861 -0.7270 0.0590
N 0.7727 1.7739 0.3569
C -0.2986 1.4864 1.2215
N -0.1594 0.2682 1.9038
O -1.3131 2.1251 1.2379
H 0.6670 2.7104 -0.0144
H 1.6984 1.6339 0.7425
H 0.7729 0.0571 2.2387
H -0.8439 0.1800 2.6444
```

Gap between HOMO and LUMO   10.92 eV
M   92.122 g mol⁻¹
Net charge   +1

The structure with the least stability is entry A.

Entry A
A cluster of 15 separate species, H30O15 in total. Source: the Open Molecules 2025 dataset; level of theory: ωB97M-V with the def2-TZVPD basis set.

The geometry in XYZ format:
```
45
H30O15 | the Open Molecules 2025 dataset | ωB97M-V with the def2-TZVPD basis set
H 0.1237 0.3189 -0.3000
H -1.2713 0.8692 0.2022
H 2.0041 -1.2241 -2.8266
H 3.0917 -2.0993 -2.5376
H 4.0542 -0.3094 2.3645
H 3.3861 0.8358 1.9239
H -2.0186 2.3851 -1.3317
H -2.7200 1.9878 -0.0408
H -1.0096 4.3127 0.1871
H -0.0636 4.9446 1.1898
H 1.7090 1.8943 -2.7220
H 2.3692 3.2605 -2.8431
H -3.6123 -2.2191 2.3521
H -2.7771 -3.1956 1.4238
H 0.4726 -2.7450 0.2172
H -0.0287 -2.8787 -1.1900
H 1.4301 1.2262 3.5991
H 1.5374 -0.2858 4.1039
H 0.2386 -1.4679 3.8142
H -0.0285 -2.2705 2.4854
H 4.2070 2.1186 -0.2095
H 4.9659 1.0934 0.7909
H -4.7517 -1.5001 -0.0707
H -5.6495 -1.4189 -1.3133
H -4.7480 2.4656 -0.9844
H -5.7757 1.6846 -1.7691
H 0.8773 -2.5587 -2.6463
H 1.3594 -3.8353 -2.0034
H 1.0193 -0.8250 -1.3907
H 2.0154 0.3535 -1.3266
O -0.6685 0.1299 0.2858
O 2.9267 -1.1652 -2.8016
O 3.2493 -0.1014 2.0537
O -2.3631 2.7345 -0.5580
O -0.7927 4.3098 1.0879
O 2.6162 2.2858 -2.7139
O -3.4446 -3.1440 2.1695
O 0.2719 -3.4293 -0.4195
O 1.2100 0.3449 3.4257
O 0.5443 -1.6569 2.9174
O 4.1668 1.6875 0.6314
O -4.8755 -1.0202 -0.9010
O -5.5224 2.0464 -0.9048
O 0.6483 -3.5058 -2.5531
O 1.6273 -0.4332 -0.8678
```

Gap between HOMO and LUMO   8.87 eV
M   270.225 g mol⁻¹

Entry B
A cluster of 15 separate species, H30O15 in total. Source: the Open Molecules 2025 dataset; level of theory: ωB97M-V with the def2-TZVPD basis set.

The geometry in XYZ format:
```
45
H30O15 | the Open Molecules 2025 dataset | ωB97M-V with the def2-TZVPD basis set
O -1.9855 2.4201 0.8879
H -2.8165 2.8711 0.9189
H -2.1865 1.5551 1.2929
O 0.3455 1.1701 2.6079
H 0.3805 1.1331 3.5359
H 1.1755 1.6311 2.5349
O 0.3335 1.8051 -3.2681
H 0.4685 1.0251 -2.7361
H 0.3355 1.4971 -4.1821
O 1.4885 2.9531 -0.4921
H 1.6035 2.0941 -0.8561
H 1.3755 3.6031 -1.1501
O -2.1065 -1.2359 -0.5561
H -2.5535 -0.4889 -0.9281
H -1.9805 -1.8599 -1.2811
O -0.5625 -3.2069 -1.8321
H -0.3925 -3.2489 -2.7651
H 0.3245 -3.0009 -1.5621
O -1.6125 -3.6409 1.1129
H -1.6115 -2.8179 0.6409
H -2.4645 -3.5899 1.5859
O 0.1185 -1.6919 2.3729
H 0.5245 -2.2119 1.6739
H 0.7935 -1.0649 2.5709
O -2.0705 -0.0359 1.8789
H -2.1755 -0.3089 0.9509
H -1.1555 -0.1379 2.0929
O -1.1785 3.0641 -1.6311
H -0.5115 2.5401 -2.0451
H -1.4135 2.6481 -0.8241
O 0.2515 4.0331 1.6829
H 0.8765 3.4591 1.1769
H -0.4815 3.4481 1.6179
O 2.5165 -0.0099 0.9439
H 3.3265 -0.0959 0.4889
H 1.8315 0.0711 0.2579
O 1.8685 -1.9749 -2.0701
H 2.2705 -1.1189 -2.1321
H 2.7025 -2.4389 -2.2401
O 0.2895 0.4041 -0.5011
H -0.1915 -0.4499 -0.5051
H -0.1945 1.0031 -0.0041
O 1.1365 -3.1439 0.3629
H 1.6485 -3.8949 0.6939
H 1.6605 -2.7589 -0.3211
```

Gap between HOMO and LUMO   8.87 eV
M   270.225 g mol⁻¹

Entry C
A cluster of 15 separate species, H30O15 in total. Source: the Open Molecules 2025 dataset; level of theory: ωB97M-V with the def2-TZVPD basis set.

The geometry in XYZ format:
```
45
H30O15 | the Open Molecules 2025 dataset | ωB97M-V with the def2-TZVPD basis set
O 4.2477 -0.1316 -0.9707
H 3.4843 -0.0315 -0.3932
H 4.7126 -0.9383 -0.7361
O -0.2427 4.2823 -0.1096
H -0.3803 3.7299 0.6555
H -0.0760 3.7196 -0.8617
O -2.4497 -2.9096 1.6750
H -1.9740 -3.6953 1.4553
H -3.3955 -2.9832 1.5456
O 2.2365 -1.9792 3.5214
H 2.1509 -1.8866 2.5723
H 3.0496 -1.6310 3.8734
O -0.1127 2.2855 2.5371
H -0.6952 2.6036 3.2283
H -0.2161 1.3372 2.4077
O -4.0758 0.8473 -2.6127
H -4.2152 0.7937 -1.6646
H -3.4086 1.4869 -2.8317
O 0.0877 0.4894 -1.3653
H 0.9287 0.9548 -1.3199
H -0.6516 0.9679 -1.7325
O -2.3761 2.3654 -0.1330
H -1.7520 2.5263 0.5904
H -3.1292 2.4072 0.4809
O 0.0485 -1.0270 0.9634
H 0.4409 -0.1800 0.8606
H -0.8576 -1.1213 1.2632
O 2.9551 -0.0490 1.9877
H 3.7030 0.5523 1.9234
H 2.4150 0.2048 2.7153
O -3.0413 -0.6965 0.1231
H -2.5412 0.1320 0.1442
H -2.3866 -1.2541 -0.3128
O 2.6194 0.7675 -2.7779
H 3.4021 1.1092 -2.3123
H 2.9475 -0.1543 -2.8888
O 2.0208 -1.7316 -3.0953
H 1.4880 -1.1168 -2.5687
H 1.6034 -1.6826 -3.9577
O -0.1360 -0.4995 3.4736
H -0.0738 -1.3359 3.0013
H -0.0859 -0.8533 4.3659
O -1.7730 -1.9496 -3.6774
H -1.2922 -1.4821 -3.0033
H -2.6848 -2.1397 -3.4818
```

Gap between HOMO and LUMO   10.93 eV
M   270.225 g mol⁻¹

The structure with the least stability is entry A.